{"formula": "C31H67N2O9PS", "method": "wB97M-V/def2-TZVPD", "symbols": ["C", "C", "N", "C", "C", "C", "C", "C", "N", "C", "O", "S", "O", "O", "O", "C", "P", "C", "C", "H", "H", "H", "H", "H", "H", "H", "H", "H", "H", "H", "H", "H", "H", "H", "H", "H", "C", "C", "O", "C", "C", "H", "H", "H", "H", "H", "H", "H", "H", "H", "H", "C", "C", "O", "C", "C", "H", "H", "H", "H", "H", "H", "H", "H", "H", "H", "C", "C", "O", "C", "C", "H", "H", "H", "H", "H", "H", "H", "H", "H", "H", "C", "C", "O", "C", "C", "H", "H", "H", "H", "H", "H", "H", "H", "H", "H", "C", "C", "O", "C", "C", "H", "H", "H", "H", "H", "H", "H", "H", "H", "H"], "coordinates": [[-1.7901, 0.0746, -5.7615], [-1.9043, 0.4153, -4.2048], [-1.0392, 1.5538, -3.7970], [0.2163, 1.1036, -3.1433], [0.1183, 0.3386, -1.7893], [1.3246, -0.2344, -1.1467], [1.0261, -0.8729, 0.1334], [-0.2888, -0.9974, 0.7341], [-1.3914, -0.4512, 0.1068], [-1.1285, 0.1787, -1.0696], [0.7495, 2.4124, -2.6824], [2.0708, 2.8778, -3.5766], [2.9986, 3.5748, -2.7309], [1.5134, 3.6151, -4.6941], [2.5788, 1.3691, -4.0820], [1.2904, 0.6807, -4.2156], [1.7220, -1.1217, -4.5440], [0.3805, -2.3251, -4.0446], [3.4166, -1.6013, -3.9142], [-2.7882, 0.2402, -6.2347], [-1.4782, -0.9966, -5.8358], [-1.0295, 0.7533, -6.2148], [-2.9684, 0.7621, -4.0533], [-1.7997, -0.5035, -3.5714], [-1.5195, 2.0896, -3.0646], [2.3405, -0.1614, -1.5838], [1.8876, -1.3062, 0.7022], [-0.4216, -1.5307, 1.7001], [-2.0176, 0.6508, -1.5667], [0.9033, 1.1239, -5.1726], [-0.2669, -2.0131, -3.1892], [-0.1905, -2.6101, -4.9672], [0.9033, -3.2731, -3.7212], [3.5206, -2.7079, -3.7331], [4.1429, -1.3821, -4.7474], [3.7866, -1.0260, -3.0283], [-1.0110, 1.2182, 7.0628], [-0.0075, 0.6763, 6.0599], [-0.5333, -0.3454, 5.2275], [-1.6223, 0.0242, 4.3959], [-1.2781, 1.1122, 3.3946], [-1.4726, 0.4044, 7.6261], [-0.5222, 1.9000, 7.7615], [-1.8134, 1.7692, 6.5669], [0.8250, 0.2254, 6.6045], [0.4180, 1.4827, 5.4529], [-2.4880, 0.3086, 5.0029], [-1.9084, -0.8786, 3.8501], [-1.0829, 2.0632, 3.8955], [-2.1025, 1.2619, 2.6962], [-0.3790, 0.8531, 2.8305], [-7.1909, 2.2132, 2.7217], [-5.9143, 2.9882, 2.4433], [-4.7619, 2.1670, 2.3561], [-4.7519, 1.1943, 1.3175], [-4.8051, 1.7947, -0.0645], [-7.0648, 1.5602, 3.5876], [-8.0187, 2.8986, 2.9125], [-7.4691, 1.5828, 1.8740], [-5.7342, 3.6767, 3.2717], [-6.0146, 3.6039, 1.5430], [-5.5565, 0.4665, 1.4678], [-3.8120, 0.6466, 1.4138], [-5.7634, 2.2778, -0.2700], [-4.6558, 1.0149, -0.8147], [-4.0301, 2.5574, -0.1760], [0.5573, 6.0138, 7.4078], [-0.7475, 5.7332, 8.1334], [-0.6946, 4.5891, 8.9700], [0.2376, 4.6325, 10.0378], [-0.0347, 5.7461, 11.0346], [0.9100, 5.1203, 6.8884], [0.4236, 6.8166, 6.6805], [1.3432, 6.3208, 8.1018], [-1.5243, 5.5317, 7.3928], [-1.0790, 6.6083, 8.7023], [1.2605, 4.6923, 9.6506], [0.1550, 3.6729, 10.5525], [0.1367, 6.7298, 10.5918], [0.6228, 5.6518, 11.9008], [-1.0733, 5.7167, 11.3716], [-0.5443, -6.9035, -6.4209], [-1.1814, -5.5365, -6.2400], [-0.7636, -4.5863, -7.2083], [-1.0751, -4.8867, -8.5591], [-2.5668, -4.9854, -8.8288], [0.5416, -6.8163, -6.4948], [-0.7912, -7.5533, -5.5794], [-0.8962, -7.3912, -7.3328], [-0.8797, -5.1354, -5.2696], [-2.2740, -5.6088, -6.2210], [-0.5562, -5.7969, -8.8780], [-0.6640, -4.0692, -9.1548], [-3.0061, -5.8546, -8.3340], [-2.7551, -5.0816, -9.8997], [-3.0860, -4.1001, -8.4545], [7.4577, -4.3883, -0.1712], [7.0252, -3.8634, -1.5294], [5.9528, -2.9369, -1.4626], [6.1994, -1.7393, -0.7436], [7.3145, -0.8955, -1.3367], [6.5995, -4.7676, 0.3872], [8.1871, -5.1918, -0.2881], [7.9202, -3.6039, 0.4322], [6.6654, -4.7009, -2.1308], [7.8714, -3.4305, -2.0730], [6.3909, -1.9594, 0.3120], [5.2695, -1.1665, -0.7786], [8.2853, -1.3847, -1.2308], [7.3716, 0.0705, -0.8317], [7.1474, -0.7297, -2.4035]], "atomic_forces_ev_per_a": [[0.1867, -0.0819, 1.2289], [-1.4826, 0.2344, -0.9199], [0.4042, -1.8046, 1.0185], [0.2846, 2.2130, 0.9939], [1.0480, -1.8313, 1.5474], [-3.7787, 0.1130, 1.1568], [0.4747, 0.0748, -0.3819], [0.6141, 1.1557, -2.3308], [2.4421, -0.1711, -0.2406], [0.2237, 0.4893, -0.9983], [2.2455, -0.3521, -0.6681], [-1.6131, 1.7759, -0.4608], [-0.4791, -1.6204, -0.5986], [1.0550, -1.3659, 0.8878], [-1.5822, 1.6947, 2.0945], [-0.4532, -0.7312, -1.0278], [0.1947, -0.9393, -2.1542], [0.2491, -0.5737, 0.7693], [0.8119, 0.3411, 0.4259], [0.9615, -0.2522, 0.1987], [-0.2816, 0.9487, -0.4332], [-0.6631, -0.6501, 0.1758], [1.0879, -0.3431, 0.0441], [0.1266, 0.7755, -0.5510], [0.2054, -0.1281, -0.4851], [-0.8530, -0.1030, 0.4796], [-0.8965, 0.3923, -0.5714], [0.0306, 0.5328, -0.8769], [0.7618, -0.6162, 0.6919], [-0.0266, -0.8307, 0.8297], [0.3741, -0.2805, -0.7589], [0.3697, 0.5175, 0.9353], [-0.3828, 0.9996, -0.2612], [-0.4781, 1.1268, 0.0099], [-0.8821, -0.0880, 0.7681], [-0.3152, -0.6822, -0.5339], [-0.1560, 0.0960, -0.1157], [-0.0390, -0.0032, 0.1413], [0.1097, -0.2307, -0.0258], [0.0154, 0.0538, -0.1396], [0.0984, 0.2217, 0.1396], [0.0934, -0.0058, -0.0015], [-0.0372, 0.0039, -0.0340], [0.0463, 0.0552, 0.0627], [-0.0450, -0.1347, -0.1480], [-0.0578, 0.0630, 0.0055], [-0.0076, 0.0721, -0.0324], [0.1025, -0.0721, 0.1500], [-0.0914, 0.0154, -0.0609], [0.0362, 0.0189, 0.0547], [-0.0681, -0.0526, 0.0134], [-0.0329, -0.1698, -0.1885], [-0.0675, -0.0312, 0.0735], [0.1983, -0.0756, 0.0878], [0.0600, -0.0386, 0.2179], [-0.1829, 0.2774, -0.2849], [0.0150, 0.0931, 0.0178], [0.0434, -0.0107, 0.0045], [-0.0536, 0.0545, 0.0210], [0.1794, -0.0845, -0.0427], [-0.0692, -0.0337, -0.0429], [-0.0499, 0.0264, -0.0513], [-0.0376, 0.0780, 0.1823], [0.0003, -0.0782, -0.0331], [0.0151, 0.0328, 0.0150], [0.0429, -0.1029, -0.0112], [0.1808, 0.0283, 0.1819], [0.0422, -0.0009, -0.1234], [-0.1130, -0.1872, -0.0320], [-0.0285, 0.0251, 0.1103], [-0.0129, 0.2244, -0.1239], [-0.0869, 0.0299, -0.0316], [-0.0154, -0.0401, 0.0197], [-0.0166, 0.0542, -0.0584], [-0.0221, -0.1446, 0.1455], [0.0710, 0.0433, 0.0083], [0.0199, 0.0752, 0.0198], [-0.0999, -0.0237, -0.1772], [0.0506, -0.0158, 0.0633], [-0.0309, -0.0201, -0.0349], [0.0664, -0.0844, 0.0192], [-0.0591, -0.0868, -0.2236], [0.0919, -0.0612, 0.0020], [0.0844, 0.1797, 0.1568], [-0.0923, 0.0631, -0.0968], [-0.1021, -0.1730, 0.1758], [-0.0377, 0.0356, 0.0803], [0.0097, 0.0407, -0.0168], [-0.0168, -0.0381, 0.0706], [0.0190, 0.1548, -0.1245], [-0.0129, -0.0743, -0.0343], [-0.0579, -0.0475, 0.0020], [0.0869, 0.0180, 0.1944], [-0.0096, -0.0040, -0.0837], [0.0247, 0.0228, 0.0405], [0.0738, 0.0117, -0.0809], [0.0603, 0.2066, 0.1447], [0.0167, -0.1102, 0.0615], [-0.2331, -0.0319, -0.1082], [0.0592, 0.0930, -0.0555], [0.1981, -0.1352, -0.0239], [0.0167, -0.0454, -0.0829], [-0.0381, 0.0232, -0.0152], [0.0492, -0.0652, -0.0165], [-0.1355, 0.1511, -0.0273], [0.0506, 0.0180, 0.0618], [0.0642, 0.0184, 0.0049], [-0.0533, -0.1776, -0.0557], [-0.0072, 0.0679, 0.0414], [-0.0288, -0.0369, -0.0268], [-0.0702, 0.0419, 0.0716]], "lowdin_charge": [-0.0663, -0.2485, 0.0200, -0.4064, -0.1010, 0.0323, -0.0418, -0.1199, 0.0621, -0.0999, -0.1697, 0.7003, -0.2300, -0.2425, -0.2294, -0.4217, 0.9534, -0.2931, -0.2996, 0.0716, 0.0515, 0.0721, 0.1183, 0.0878, 0.1172, 0.0997, 0.1031, 0.1102, 0.1037, 0.1073, 0.0251, 0.0150, 0.0496, 0.0533, 0.0418, 0.0150, -0.0739, -0.2807, -0.1655, -0.2746, -0.0726, 0.0827, 0.0666, 0.0685, 0.1167, 0.1060, 0.1096, 0.1122, 0.0719, 0.0546, 0.0671, -0.0817, -0.2806, -0.1694, -0.2812, -0.0846, 0.0820, 0.0760, 0.0656, 0.1178, 0.1072, 0.1113, 0.0903, 0.0677, 0.0720, 0.0842, -0.0797, -0.2795, -0.1727, -0.2837, -0.0819, 0.0794, 0.0771, 0.0664, 0.1178, 0.1067, 0.1072, 0.1176, 0.0660, 0.0764, 0.0828, -0.0795, -0.2826, -0.1727, -0.2793, -0.0811, 0.0834, 0.0771, 0.0667, 0.1057, 0.1085, 0.1074, 0.1189, 0.0659, 0.0769, 0.0816, -0.0808, -0.2803, -0.1742, -0.2832, -0.0767, 0.0822, 0.0770, 0.0665, 0.1176, 0.1079, 0.1081, 0.1053, 0.0674, 0.0789, 0.0818], "max_force_ev_per_a": 4.0, "homo_ha": -0.290, "relative_energy_kj_mol": 0.0, "homo_lumo_gap_ev": 7.98}